Entry 1:
# C38H56N9O2

9 unconnected molecules or ions with the total composition C38H56N9O2 in a non-equilibrium geometry (ωB97M-V/def2-TZVPD, the Open Molecules 2025 dataset).

The geometry in XYZ format:
```
105
Properties=species:S:1:pos:R:3:forces:R:3:mulliken_charge:R:1
O -0.3404 -1.5771 3.6559 1.6 1.7 -0.7 -0.430
O -3.0714 1.0239 -1.6571 -4.0 -0.5 -1.0 -0.395
N 1.2146 3.0539 1.4859 -2.1 1.2 4.2 0.134
N -0.0444 0.2109 0.2749 0.2 0.6 -0.1 1.538
N -1.0854 -4.7781 -1.5011 3.3 -3.2 -0.7 -0.069
N 3.6186 -4.0751 3.7809 1.1 -0.2 3.0 0.044
N 2.8356 1.9979 -5.0481 1.3 1.3 -0.5 -0.044
N 1.1856 -2.3321 -1.3971 -0.5 0.6 -3.3 0.173
N -4.0544 5.2509 -2.4731 -3.3 -0.7 0.4 -0.090
N 4.6236 1.2919 3.0189 -0.5 2.1 0.5 0.028
N -4.6614 0.9489 2.0939 0.3 -2.8 -0.4 0.006
C -1.7854 0.7139 -1.5221 2.6 4.3 2.7 0.386
C -1.5714 0.2889 -0.0631 9.4 8.2 -5.3 -4.239
C 2.0806 1.0309 -5.6351 -5.1 1.8 4.6 -0.858
C -3.6624 6.0059 -1.3031 4.3 -0.9 -3.9 -0.739
C 0.2536 -0.1511 1.7469 2.6 -2.4 -3.5 -1.049
C 4.2186 -4.1841 2.5599 1.7 1.4 -1.5 -0.714
C 0.3806 3.5719 -0.4971 2.5 -0.3 0.3 0.245
C -0.0774 -1.5431 2.2309 -4.3 -3.5 0.2 2.342
C -2.3564 -2.9511 -1.6031 2.0 -1.9 -0.3 -0.112
C -1.3244 -4.4811 -0.1561 -0.7 0.5 -5.4 -1.196
C -4.7114 -1.0891 1.3999 -1.1 -5.0 0.1 -0.131
C 2.1996 -2.3421 -0.5961 2.4 2.1 3.6 -0.515
C 2.3546 -0.5891 -2.0171 6.0 4.0 1.1 0.010
C -4.2474 -1.0031 2.8419 0.2 -8.4 -3.0 -0.766
C 3.2926 -4.7361 1.7379 -3.8 -1.7 -1.8 -0.239
C 2.4076 -4.7071 3.8879 0.0 0.2 -7.6 -0.921
C 1.9976 -5.0361 2.4759 12.1 4.1 6.1 -0.551
C 1.6836 2.7749 -0.5331 -2.3 1.9 -8.6 0.051
C -0.9564 -2.7641 4.1069 0.7 3.1 1.5 -0.636
C 5.2326 0.4199 2.1199 -2.8 -1.5 0.7 -0.957
C 2.0946 2.4689 0.6289 3.3 -2.6 5.0 -0.614
C -3.0344 5.0079 -3.3941 2.5 5.0 9.2 -1.248
C 0.7906 1.0649 -4.9761 3.7 3.1 1.2 -0.949
C -4.1074 0.1849 3.1379 -1.0 10.8 1.6 -0.209
C -1.5914 -3.8511 -2.4381 -1.9 0.8 7.2 -1.159
C -5.0284 0.1079 1.0039 1.9 3.3 4.2 -0.792
C -3.3524 1.4849 -2.9651 1.1 2.5 1.0 -0.672
C 1.3826 -1.3691 -2.4001 -4.6 -2.1 -0.6 -0.919
C -1.8354 5.5309 -2.8111 -5.0 0.6 1.8 -0.372
C -2.1374 -3.4711 -0.1291 -4.6 6.7 -0.1 0.543
C 3.4896 -0.6111 3.4519 5.8 4.8 -7.2 -0.861
C 2.0226 2.7949 -4.1311 3.7 0.3 0.0 -1.027
C 0.1916 3.7719 0.8179 -1.7 -0.1 1.2 -0.470
C 4.4346 -0.7741 2.2629 2.8 -1.1 -0.3 0.485
C 3.5426 0.7129 3.6869 2.0 -0.3 0.1 -1.138
C -2.2444 6.2079 -1.5741 -4.8 -3.5 -3.0 -0.602
C 2.9646 -1.1751 -0.7671 -0.6 -1.4 -0.5 -0.976
C 0.8496 2.2269 -3.9411 -2.4 -2.0 -1.9 0.995
H -4.2004 6.4999 -0.5031 -0.6 -0.6 -0.5 0.418
H 5.2546 -3.6511 2.2169 -2.8 -1.8 1.5 0.391
H -0.4284 -5.6961 -1.5991 -2.2 3.3 -0.7 0.313
H 4.8346 2.3019 3.2419 0.0 -1.9 -0.8 0.259
H -1.5494 -0.0131 -2.2131 1.6 -1.5 -1.6 0.724
H 2.3406 3.6779 -3.5221 0.5 -1.0 -1.1 0.415
H 0.4236 1.2279 0.0549 -1.3 -2.5 0.6 0.101
H -4.5834 1.8759 2.2379 -0.3 3.8 -0.6 0.138
H 0.5886 -1.3771 -3.1801 1.2 0.5 0.5 0.425
H 3.0296 -1.3371 3.8289 -4.3 -5.5 3.1 1.266
H -3.8774 -1.6561 3.5899 -0.1 -1.7 -0.2 0.569
H -0.0544 0.5119 -5.1741 -1.5 -1.2 -0.5 0.680
H 1.2216 3.0189 2.5269 0.3 -0.2 -1.5 0.274
H 2.8746 0.3439 -2.5631 -1.8 -2.4 1.1 0.328
H -0.3134 0.4429 2.2859 -2.5 3.2 2.8 0.804
H 2.2056 -2.9671 0.2829 0.2 -0.3 -0.1 0.571
H 2.2826 0.4859 -6.4751 1.1 -1.3 -1.7 0.515
H -1.8554 -2.9191 3.6289 -2.2 -0.5 -1.3 0.287
H -5.1464 -1.8941 0.6489 1.5 0.9 2.3 0.345
H 0.1016 2.7559 -3.2501 0.9 -1.5 -1.3 0.041
H 3.8386 2.0849 -5.4081 -2.2 0.6 1.2 0.256
H 2.2426 2.5479 -1.4741 -0.9 0.0 1.0 -0.003
H -3.1304 4.5169 -4.1921 -1.2 -3.9 -6.1 0.904
H -2.5974 2.2539 -3.1961 -0.2 0.0 0.0 0.060
H -0.8574 5.4559 -3.1091 2.0 -0.1 -1.1 0.803
H -1.1584 -2.4561 5.1379 0.0 -1.0 0.1 0.260
H 0.4196 -2.5731 1.9879 0.0 2.4 -0.2 -0.357
H -3.8724 0.8489 4.0719 -0.2 -2.0 -1.7 0.299
H 3.0406 1.1849 4.4719 -0.5 1.1 0.9 0.553
H 4.8066 -1.7691 1.6119 -1.5 2.9 2.2 0.177
H -2.0724 -0.3981 0.1669 -6.5 -11.3 3.2 3.080
H -3.4544 0.9429 -3.8531 0.6 -2.6 -0.8 0.392
H -1.2164 -1.7211 1.9329 2.2 0.3 -0.7 -0.907
H 0.4836 -3.0011 -1.4031 -1.5 -1.4 -0.3 0.464
H 0.6056 -0.4051 -0.2721 -1.1 0.2 -0.2 -0.798
H 1.2846 0.1099 1.7409 1.0 0.0 0.9 -0.334
H 1.1596 -5.3181 2.1789 -7.0 -2.8 -2.7 0.921
H -0.9014 -5.0951 0.4749 1.8 -2.8 3.6 0.717
H 1.8066 -4.7451 4.7019 -1.2 0.1 2.6 0.594
H -2.8464 -2.0661 -2.1171 0.3 -1.2 1.5 0.435
H -5.4514 0.4499 0.1539 -1.2 1.1 -2.5 0.609
H -4.2904 1.9469 -2.9631 -1.5 1.1 0.6 0.386
H -0.2254 4.1769 -1.1571 0.3 -0.6 -0.8 0.184
H -0.3064 -3.5541 3.9859 1.3 -2.1 0.0 0.102
H -1.6384 6.6289 -0.9221 2.8 2.2 2.8 0.721
H -2.6774 -2.9021 0.8089 1.6 -1.8 -2.6 -0.144
H -0.8114 4.3539 1.2029 3.2 -1.7 -0.2 0.276
H -5.0644 4.7719 -2.6021 3.3 1.9 0.4 0.310
H 4.1366 -3.7881 4.6399 -0.6 -0.4 -1.3 0.299
H -1.2654 1.8319 -1.6141 0.0 -3.0 -0.3 -0.516
H 3.7996 -1.0181 -0.0081 -1.2 0.6 -1.9 0.275
H 6.0296 0.7119 1.3949 -0.9 -0.3 1.0 0.342
H 3.3056 -5.0131 0.6339 0.6 0.8 1.7 0.361
H 3.0216 1.7269 0.9169 -2.6 2.3 -0.4 -0.207
H -1.8564 1.0049 0.5819 -1.1 3.1 1.9 0.805
H -1.4994 -3.9191 -3.4471 0.4 -0.4 -2.6 0.494
```
Positions in Å, forces in eV/Å.

Values from the calculation:
Gap between HOMO and LUMO, eV: 8.63
Multiplicity: 1
Charge: +1
Lowest unoccupied orbital energy, eV: -1.6

---

Entry 2:
# C32H46As2BN2O13Ti

A molecular structure, C32H46As2BN2O13Ti (ωB97M-V/def2-TZVPD, the Open Molecules 2025 dataset).

The geometry in XYZ format:
```
97
Properties=species:S:1:pos:R:3:forces:R:3:mulliken_charge:R:1
As 0.6874 -3.4041 3.2848 0.0 -0.1 -0.1 0.025
As -0.2463 -2.2064 -0.4973 -0.2 -0.4 -0.2 0.966
Ti 0.8456 0.7595 1.2033 -0.2 0.1 0.3 -0.786
O 2.5304 -0.2031 0.5378 0.4 0.0 0.4 -0.466
O -0.2580 -6.0644 -1.0101 -0.1 0.0 -0.1 -0.329
O 0.3129 -6.1299 3.0501 -0.1 0.0 0.0 -0.548
O -0.3754 0.5844 -1.7379 0.0 -0.1 0.1 -0.338
O -1.1733 -4.1700 -1.6459 0.0 0.0 0.0 -0.590
O -1.2198 -0.0179 1.5863 0.0 0.1 -0.1 0.448
O 2.1127 2.2540 1.2620 0.0 -0.1 -0.4 -0.732
O 0.0625 2.7662 -1.2216 0.0 0.1 0.1 -0.235
O 0.7343 0.7855 3.2396 0.0 0.0 0.0 -0.251
O -2.3000 -1.7641 2.5298 0.1 0.0 0.0 -0.483
O -1.6017 -6.3150 1.9756 -0.1 0.0 0.0 -0.314
O 3.1599 -2.2249 1.3314 0.0 0.0 -0.1 -0.263
O -0.3194 2.6755 1.8817 0.1 0.0 0.0 -0.272
N -0.0373 1.4569 5.2599 0.0 -0.1 0.0 0.135
N 2.6109 4.3790 0.6669 0.0 0.0 0.0 0.177
C 2.1999 5.7836 0.5140 0.0 0.1 0.0 -0.900
C -0.6237 1.3747 -2.8713 0.0 0.1 0.0 0.001
C -3.0907 2.3084 -6.6972 0.0 0.0 0.0 -1.531
C 1.7892 3.4862 1.1221 0.0 0.0 -0.1 0.754
C -0.5674 -4.8171 -0.8039 0.0 -0.1 0.1 -0.047
C -0.7710 2.6193 3.2359 0.0 0.0 0.0 -1.533
C -1.2777 -1.2841 2.1714 -0.2 0.1 0.0 0.141
C -0.1651 -4.0030 0.3904 0.1 0.2 0.1 0.011
C 4.5899 -1.9165 1.1609 0.1 0.0 0.0 -0.744
C 3.9720 4.0293 0.2350 0.1 0.0 0.0 -1.033
C 0.6582 -6.8426 -0.2026 0.0 -0.1 0.0 -0.711
C 2.2884 -1.3586 1.0034 0.0 0.0 0.0 -0.266
C -2.5128 0.4885 1.1154 0.0 0.0 0.0 -1.298
C 0.7360 0.4459 5.9935 0.0 0.0 0.0 -1.041
C -0.7219 2.1706 -7.5207 0.0 0.0 0.0 -1.570
C -0.4930 -5.6794 2.2718 0.2 0.0 0.1 -0.014
C -0.9554 3.2959 -4.7426 0.0 0.0 0.0 -0.509
C 0.1076 -1.8614 2.2405 0.1 0.2 0.1 0.942
C -0.5184 3.6918 -3.4867 0.0 0.1 0.0 -2.119
C -0.7298 -3.5900 4.6119 0.0 0.0 -0.1 -1.179
C 0.8431 -1.4887 1.1551 -0.1 0.0 -0.2 1.465
C 1.2628 -2.3979 -1.7228 0.0 0.2 -0.1 -1.339
C -0.3585 2.6883 -2.5589 -0.1 -0.1 -0.1 0.405
C -0.1614 -4.3262 1.6769 0.0 -0.1 0.1 0.943
C -1.7252 1.6342 -6.4888 0.0 0.0 0.0 1.864
C -1.2301 1.9607 -5.0815 0.0 0.0 0.0 0.555
C -1.0601 0.9711 -4.1121 0.0 -0.1 0.0 -0.644
C -1.8853 0.1295 -6.7047 0.0 0.0 0.0 -2.000
C 0.3764 3.8727 1.5007 0.0 0.0 0.0 -1.140
C -0.8569 2.3678 6.0757 0.0 0.0 0.0 -1.016
C 0.0315 1.5578 3.9633 -0.1 0.1 0.0 1.023
C -2.7128 -5.7385 1.2534 0.0 0.0 0.0 -0.574
B 0.0317 1.4680 -0.7753 0.2 -0.1 0.1 1.548
H -3.4678 2.0761 -7.6937 0.0 0.0 0.0 0.441
H 4.8478 -2.0663 0.1164 0.0 0.0 0.0 0.330
H -3.1931 0.5805 1.9575 0.0 0.0 0.0 0.384
H -1.7227 -3.3684 4.2337 0.0 0.0 0.0 0.374
H -0.6759 -4.6175 4.9690 0.0 0.0 0.0 0.424
H 1.4393 5.8773 -0.2612 0.0 0.0 0.0 0.316
H -1.8127 2.5756 5.6001 0.0 0.0 0.0 0.432
H -2.7174 -4.6526 1.3281 0.0 0.0 0.0 0.218
H 1.5598 -1.4111 -2.0735 0.0 0.0 0.0 0.363
H -2.2090 -0.0539 -7.7285 0.0 0.0 0.0 0.428
H 0.2699 1.7428 -7.3618 0.0 0.0 0.0 0.379
H 3.0690 6.3620 0.2177 0.0 0.0 0.0 0.395
H -0.4834 -2.9339 5.4465 0.0 0.0 0.0 0.406
H 0.3822 4.5933 2.3190 0.0 0.0 0.0 0.752
H -3.8187 1.9520 -5.9661 0.0 0.0 0.0 0.368
H -2.3047 1.4499 0.6586 0.0 0.0 0.0 0.366
H -2.6737 -6.0596 0.2148 0.0 0.0 0.0 0.283
H 1.3075 -6.2021 0.3901 0.0 0.0 0.0 0.380
H 4.7800 -0.8934 1.4683 0.0 0.0 0.0 0.339
H -0.9422 -0.4030 -6.5601 0.0 0.0 0.0 0.413
H -0.6368 3.2568 -7.4874 0.0 0.0 0.0 0.328
H 4.1060 4.3618 -0.7927 0.0 0.0 0.0 0.389
H -1.0502 1.9008 -8.5247 0.0 0.0 0.0 0.455
H -2.6426 -0.2993 -6.0446 0.0 0.0 0.0 0.372
H -1.0942 4.0614 -5.4936 0.0 0.0 0.0 0.458
H -1.2621 -0.0708 -4.3155 0.0 0.0 0.0 0.627
H -1.0579 1.8816 7.0259 0.0 0.0 0.0 0.383
H 4.1184 2.9580 0.2986 0.0 0.0 0.0 0.325
H 1.4194 -0.0605 5.3213 0.0 0.0 0.0 0.321
H 0.8838 -2.9635 -2.5736 0.0 0.0 0.0 0.495
H 4.6901 4.5417 0.8730 0.0 0.0 0.0 0.385
H 1.3009 0.9407 6.7813 0.0 0.0 0.0 0.414
H 0.0874 -7.5136 0.4335 0.0 0.0 0.0 0.272
H -0.1345 4.3097 0.6441 0.0 0.0 0.0 0.434
H 5.1031 -2.6295 1.7942 0.0 0.0 0.0 0.307
H -3.6052 -6.1423 1.7201 0.0 0.0 0.0 0.344
H 2.1045 -2.9321 -1.2859 0.0 0.0 0.0 0.444
H 1.2473 -7.4212 -0.9060 0.0 0.0 0.0 0.346
H -1.8289 2.3482 3.2351 0.0 0.0 0.0 0.424
H -2.9130 -0.2112 0.3860 0.0 0.0 0.0 0.376
H 1.8289 6.1899 1.4537 0.0 0.0 0.0 0.356
H -0.3207 4.7303 -3.2592 0.0 0.0 0.0 0.523
H -3.0236 3.3938 -6.6131 0.0 0.0 0.0 0.348
H 0.0507 -0.2687 6.4480 0.0 0.0 0.0 0.377
H -0.6784 3.5914 3.7181 0.0 0.0 0.0 0.798
H -0.3221 3.2974 6.2698 0.0 0.0 0.0 0.320
```
Positions in Å, forces in eV/Å.

Values from the calculation:
Gap between HOMO and LUMO, eV: 5.23
Multiplicity: 1
Charge: +3
Lowest unoccupied orbital energy, eV: -9.9